1.
Here is a molecular structure, C26H41BaClN5O8P2S in a non-equilibrium geometry from the Open Molecules 2025 dataset. Energies are from the ωB97M-V functional and the def2-TZVPD basis.

Kohn-Sham gap (eV): 8.53
DFT total energy (eV): -94073.4922
Net charge: +1
E_LUMO (eV): -3.11

Last column: Mulliken charge in e.
Element x y z (Å)
Ba: -0.9838 0.4157 0.0361  1.863
C: -0.9660 -0.6516 4.4735  -1.661
P: -0.4268 0.5049 3.1763  0.166
C: 1.4130 0.5222 3.5326  0.280
N: 1.7086 0.5456 4.8023  -0.218
C: 3.0115 0.6136 5.1612  0.277
C: 3.3587 0.6469 6.5380  -0.596
C: 4.6689 0.7481 6.8917  -0.572
C: 5.6883 0.8182 5.9019  -0.562
C: 5.3793 0.7821 4.5783  -0.601
C: 4.0182 0.6740 4.1855  0.282
N: 3.7077 0.6046 2.8729  -0.224
C: 2.4566 0.5075 2.5347  0.357
P: 2.1492 0.3275 0.6994  0.198
C: 3.4945 1.3817 0.0671  -1.647
C: 2.6623 -1.4175 0.3225  2.216
C: 1.5553 -2.3465 0.8376  -1.517
C: 3.9975 -1.8436 0.9206  -1.877
C: 2.7244 -1.5146 -1.2032  -2.196
C: -1.0214 2.1835 3.6924  1.976
C: -0.5061 2.6723 5.0422  -1.874
C: -0.6001 3.1680 2.5944  -1.371
C: -2.5511 2.1086 3.7241  -1.861
H: -0.5765 -0.3639 5.4511  0.384
H: -0.5973 -1.6496 4.2282  0.416
H: -2.0535 -0.6978 4.5067  0.436
H: 2.5660 0.5963 7.2643  0.477
H: 4.9449 0.7783 7.9342  0.416
H: 6.7186 0.8979 6.2139  0.417
H: 6.1274 0.8277 3.8059  0.476
H: 4.4621 1.1167 0.4962  0.377
H: 3.2765 2.4187 0.3264  0.432
H: 3.5407 1.3119 -1.0187  0.419
H: 1.4290 -2.2683 1.9185  0.298
H: 1.8138 -3.3815 0.6116  0.485
H: 0.5637 -2.1880 0.3741  0.155
H: 3.9772 -1.8599 2.0076  0.383
H: 4.8111 -1.1947 0.6117  0.358
H: 4.2285 -2.8491 0.5763  0.530
H: 1.8657 -1.0517 -1.6964  0.457
H: 2.7441 -2.5626 -1.5002  0.540
H: 3.6205 -1.0438 -1.6007  0.379
H: 0.5722 2.8193 5.0527  0.372
H: -0.7575 1.9901 5.8487  0.350
H: -0.9784 3.6277 5.2581  0.528
H: 0.4804 3.1683 2.4257  0.244
H: -0.8842 4.1788 2.8881  0.487
H: -1.1049 2.9993 1.6247  0.190
H: -2.9100 1.5192 4.5640  0.392
H: -2.9792 1.6893 2.8117  0.331
H: -2.9498 3.1158 3.8385  0.509
O: -4.3864 0.2244 1.1462  -0.557
Cl: -3.8095 0.2389 -0.1424  1.847
O: -4.7122 0.1627 -1.2150  -0.581
O: -2.8163 -0.9064 -0.2301  -0.893
O: -2.9633 1.5037 -0.2808  -0.925
C: -4.7099 -0.8086 -4.2862  -0.813
C: -4.9965 -1.6867 -5.4793  -0.771
S: -3.6020 -2.5768 -6.1170  1.181
O: -4.0617 -3.3462 -7.2350  -0.687
O: -2.9464 -3.2202 -4.9997  -0.653
C: -2.4693 -1.3303 -6.7660  -0.903
C: -1.1175 -1.2419 -6.0811  -1.139
N: -1.1045 -0.3889 -4.8932  0.393
C: -0.8708 -0.7973 -3.6219  0.640
N: -0.8619 0.2128 -2.7626  0.176
C: -1.0987 1.3431 -3.5090  -0.744
C: -1.2416 0.9685 -4.8121  -0.403
N: -1.4151 1.8357 -5.9419  1.071
O: -1.3630 1.3238 -7.0396  -0.606
O: -1.4743 3.0162 -5.7065  -0.622
C: -0.6053 -2.1998 -3.2205  -1.308
H: -5.6518 -0.4519 -3.8811  0.511
H: -4.1172 0.0613 -4.5524  0.130
H: -4.1922 -1.3590 -3.5076  0.223
H: -5.4075 -1.1331 -6.3198  0.391
H: -5.6960 -2.4852 -5.2334  0.450
H: -2.9749 -0.3719 -6.7703  0.518
H: -2.3184 -1.6154 -7.8051  0.508
H: -0.3848 -0.8352 -6.7846  0.455
H: -0.7746 -2.2180 -5.7457  0.608
H: -1.1528 2.3397 -3.1153  0.611
H: 0.4034 -2.4944 -3.5060  0.362
H: -1.3218 -2.8931 -3.6556  0.411
H: -0.6751 -2.2662 -2.1341  0.048

---

2.
Here is 2 unconnected molecules or ions with the total composition C26H33N3O2 in a non-equilibrium geometry from the Open Molecules 2025 dataset. Energies are from the ωB97M-V functional and the def2-TZVPD basis.

Kohn-Sham gap (eV): 5.22
DFT total energy (eV): -36061.3990
E_LUMO (eV): -1.38

Last column: Mulliken charge in e.
Element x y z (Å)
C: -4.4473 -4.0439 -1.4978  -1.028
N: -3.0968 -4.3912 -1.8883  -0.018
C: -3.0063 -4.8395 -3.2610  -0.681
C: -1.6353 -5.3887 -3.6028  -0.904
C: -0.5578 -4.4003 -3.1762  -0.786
C: -0.7180 -3.9911 -1.7510  1.172
C: -2.0100 -4.0350 -1.1458  1.333
C: -2.1197 -3.6738 0.2239  -1.143
C: -1.0245 -3.2277 0.9279  -0.990
C: 0.2302 -2.9829 0.2729  0.481
C: 1.3277 -2.2947 0.8418  -0.592
C: 1.3305 -1.6009 2.0798  0.729
C: 2.5537 -1.4136 2.7848  -0.865
C: 2.6099 -0.7664 4.0045  1.038
C: 1.4056 -0.2764 4.5956  0.832
N: 1.4283 0.3012 5.8280  0.016
C: 0.2260 0.8725 6.3967  -1.194
C: 2.6575 0.6375 6.5126  -0.559
C: 3.7616 -0.3618 6.2142  -0.838
C: 3.9129 -0.5725 4.7106  -0.884
C: 0.1921 -0.3904 3.8720  -1.144
C: 0.1536 -1.0188 2.6479  -1.510
C: 0.3568 -3.4904 -1.0504  -0.957
H: -4.5691 -4.0485 -0.4143  0.331
H: -4.7406 -3.0528 -1.8803  0.327
H: -5.1278 -4.7846 -1.9329  0.329
H: -3.7838 -5.6021 -3.4051  0.431
H: -3.2524 -3.9990 -3.9333  0.377
H: -1.4794 -6.3415 -3.0831  0.309
H: -1.5803 -5.5765 -4.6766  0.379
H: 0.4331 -4.8465 -3.3159  0.472
H: -0.5954 -3.4920 -3.7977  0.294
H: -3.0823 -3.7614 0.7279  0.153
H: -1.1114 -3.0579 1.9982  0.877
H: 2.2919 -2.4441 0.3544  0.262
H: 3.4664 -1.8390 2.3584  0.382
H: -0.5878 0.1380 6.4054  0.384
H: 0.4456 1.1654 7.4277  0.325
H: -0.1164 1.7596 5.8431  0.362
H: 2.9878 1.6493 6.2145  0.270
H: 2.4317 0.6693 7.5846  0.400
H: 4.6960 0.0069 6.6434  0.372
H: 3.5262 -1.3179 6.6969  0.305
H: 4.5587 -1.4381 4.5277  0.382
H: 4.4303 0.3005 4.2828  0.285
H: -0.7256 0.0178 4.2956  0.335
H: -0.7927 -1.0817 2.1138  0.763
H: 1.3389 -3.4657 -1.5307  0.188
O: -0.7007 0.9102 -2.2671  -0.744
C: -0.1755 -0.1633 -2.6041  0.180
C: 1.2968 -0.2289 -2.0587  0.505
C: 2.2472 0.8264 -2.6920  -0.688
C: 2.9880 1.4783 -1.5106  -0.719
C: 2.2469 1.0206 -0.2416  -0.448
N: 1.3444 -0.0382 -0.6606  0.113
O: -0.5406 -1.1506 -3.2738  -0.686
H: 1.6782 -1.2378 -2.2706  -0.167
H: 2.9341 0.2960 -3.3545  0.322
H: 1.6683 1.5707 -3.2487  0.331
H: 4.0162 1.1050 -1.4806  0.259
H: 2.9897 2.5688 -1.5887  0.328
H: 2.9455 0.6522 0.5242  0.082
H: 1.6817 1.8570 0.2075  0.308
H: 0.4666 -0.0609 -0.1573  0.221

---

3.
Here is C5H2N4O2S in the gas phase in a non-equilibrium geometry from the Open Molecules 2025 dataset. Energies are from the ωB97M-V functional and the def2-TZVPD basis.

Kohn-Sham gap (eV): 7.53
DFT total energy (eV): -26100.3861
E_LUMO (eV): -0.69

Last column: Mulliken charge in e.
Element x y z (Å)
C: -1.3467 -0.1919 0.2960  0.902
C: 1.0267 -0.6061 2.0184  -0.272
C: -0.8103 0.1282 -0.8496  -0.329
C: 1.2367 -0.5568 -0.0957  0.290
C: -1.1288 1.4910 -2.8127  0.601
N: -1.2717 1.0667 -1.6932  -0.347
N: 0.3987 -0.4743 -1.0043  -0.465
N: -2.0124 -0.6302 1.2056  -0.537
N: 1.0711 0.2762 1.0486  0.011
O: -1.1516 2.0824 -3.8134  -0.416
O: 3.3749 -1.6729 1.4932  -0.485
S: 2.0153 -1.9618 1.0365  0.428
H: -2.0779 -0.1952 2.1571  0.302
H: 0.6759 1.2449 1.0136  0.316

---

4.
Here is 2 unconnected molecules or ions with the total composition C14H16 in a non-equilibrium geometry from the Open Molecules 2025 dataset. Energies are from the ωB97M-V functional and the def2-TZVPD basis.

Kohn-Sham gap (eV): 9.64
DFT total energy (eV): -14776.0849
SMILES string: Cc1ccccc1.Cc1ccccc1
E_LUMO (eV): 0.92

Last column: Mulliken charge in e.
Element x y z (Å)
C: 2.0765 0.6871 -2.5508  -1.523
C: 2.1596 -0.9445 -0.6264  -0.353
C: 2.7992 0.0785 -1.3926  0.549
C: 2.6132 -1.2747 0.6625  -0.534
C: 3.9876 0.5706 -0.8062  -0.085
C: 3.7449 -0.6878 1.1604  -0.158
C: 4.4959 0.1593 0.3951  -0.513
H: 1.2613 -1.4399 -0.9908  0.418
H: 1.9742 -1.9324 1.2279  0.354
H: 1.0516 0.4197 -2.5914  0.341
H: 2.4008 0.1722 -3.4178  0.362
H: 4.6693 1.3661 -1.1944  0.248
H: 3.8514 -0.9364 2.2507  0.264
H: 5.3901 0.7662 0.7783  0.236
H: 2.2230 1.7212 -2.6226  0.404
C: -5.1476 0.2844 0.8965  -1.314
C: -0.9400 0.1382 0.5875  -0.555
C: -1.5406 -0.9143 1.3213  -0.418
C: -1.6447 0.9273 -0.2681  -0.224
C: -2.9630 -0.9935 1.2724  -0.678
C: -2.9933 1.0083 -0.1852  -0.623
C: -3.6475 0.0764 0.7016  0.745
H: 0.1283 0.2184 0.6915  0.594
H: -0.9282 -1.6859 1.7200  0.393
H: -1.1963 1.5960 -0.9879  0.375
H: -3.4666 -1.7747 1.8245  0.382
H: -3.6236 1.6532 -0.8476  0.311
H: -5.6968 -0.4673 0.2495  0.274
H: -5.6358 1.2895 0.8679  0.353
H: -5.4031 -0.0816 1.8742  0.376

---

5.
Here is 19 unconnected molecules or ions with the total composition H38O19 in a non-equilibrium geometry from the Open Molecules 2025 dataset. Energies are from the ωB97M-V functional and the def2-TZVPD basis.

Kohn-Sham gap (eV): 10.39
DFT total energy (eV): -39516.8704
E_LUMO (eV): -0.17

Last column: Mulliken charge in e.
Element x y z (Å)
O: 0.3784 2.8461 -4.2075  -0.716
H: -0.0900 2.0504 -4.5528  0.315
H: 1.1143 2.4319 -3.7284  0.347
O: 1.1998 1.2713 0.7957  -0.644
H: 1.9178 1.9608 0.7022  0.327
H: 1.1465 1.4083 1.7084  0.212
O: -2.0841 -1.7683 -1.4304  -0.618
H: -1.4529 -1.7601 -0.7592  0.317
H: -2.5496 -0.9397 -1.4216  0.391
O: 3.8659 0.5151 -2.9716  -0.682
H: 3.4072 0.3274 -3.7545  0.316
H: 3.4365 0.7651 -2.1905  0.354
O: -0.5161 -1.5225 -3.4425  -0.593
H: -1.1068 -1.9328 -2.7604  0.382
H: -0.3562 -1.9407 -4.2631  0.183
O: 0.2836 1.3697 4.4891  -0.620
H: -0.4237 1.3076 5.1612  0.255
H: 0.2059 0.6382 3.9040  0.429
O: -3.3771 0.6525 -0.9808  -0.654
H: -3.5865 1.2946 -0.3428  0.237
H: -3.4277 0.8692 -1.8914  0.274
O: 1.4723 -0.0362 -2.6050  -0.446
H: 2.1090 -0.7357 -2.7468  0.358
H: 0.6151 -0.3865 -2.7810  0.191
O: -0.6872 -2.5959 1.1627  -0.505
H: 0.1248 -2.3214 1.5723  0.122
H: -1.4916 -2.2200 1.5824  0.392
O: 1.8100 -2.8917 -0.5869  -0.629
H: 0.8198 -2.8767 -0.6363  0.361
H: 1.9505 -2.7145 0.3884  0.316
O: -1.5653 -5.0381 0.4655  -0.604
H: -1.0874 -4.7161 1.2007  0.308
H: -1.4858 -4.4995 -0.3808  0.307
O: 3.9674 0.7673 0.4850  -0.564
H: 4.7952 0.4238 0.8219  0.276
H: 3.8592 -0.0461 -0.0611  0.298
O: 1.7256 3.1745 2.3437  -0.653
H: 0.7977 3.0401 2.3948  0.273
H: 1.9529 4.0622 2.5601  0.282
O: 2.5415 -1.5933 2.6323  -0.581
H: 3.2233 -0.9183 2.3678  0.362
H: 1.8575 -1.3800 1.9763  0.141
O: -1.9237 0.2030 4.1146  -0.769
H: -1.6790 1.0473 3.6871  0.426
H: -1.3373 0.0504 4.9565  0.269
O: -1.0545 2.2276 1.4520  -0.644
H: -0.4186 1.9576 0.8156  0.691
H: -1.8744 2.0304 0.9688  0.218
O: -1.2688 1.8937 -0.9805  -0.625
H: -0.3541 1.8844 -0.6204  0.270
H: -1.2672 1.0852 -1.5955  0.307
O: -1.9997 1.7099 -3.3917  -0.662
H: -2.1042 1.8617 -4.3734  0.271
H: -1.2485 2.3791 -3.2741  0.453
O: -2.7433 -1.7329 2.4158  -0.577
H: -2.5866 -0.8196 2.7215  0.333
H: -3.4296 -2.1197 2.8846  0.222

---

The lowest E_LUMO belongs to which entry?
C26H41BaClN5O8P2S